1.
81
Properties=species:S:1:pos:R:3:forces:R:3:lowdin_charge:R:1 method="wB97M-V/def2-TZVPD" e_above_lowest_ev=0.806 homo_lumo_gap_ev="4.908 / 4.885" homo_ev="-5.6 / -5.6" e_tot_ev=-114713.396 charge=0
Ti 0.064113 0.855730 0.539274 1.6 -0.3 1.1 0.856
C 4.020169 2.758196 4.549864 -0.1 0.0 0.0 -0.089
C 2.546647 3.141396 4.674135 0.1 -0.1 -0.1 -0.258
N 1.636878 2.051720 4.345329 0.0 0.1 0.1 -0.038
C 1.506720 1.618801 3.055749 0.0 -0.3 -0.3 -0.801
S 0.785174 0.046828 2.803541 0.1 -0.1 0.2 0.669
N 1.921067 2.383992 2.086293 0.3 0.4 0.3 0.040
N 1.652036 1.857001 0.852532 -0.2 -0.1 0.1 -0.184
C 2.481547 2.059006 -0.181003 0.6 -0.2 -0.8 -0.285
C 3.647256 2.996142 -0.096046 -0.3 -0.1 0.1 -0.029
C 2.235869 1.141022 -1.219643 0.3 0.5 1.0 -0.219
C 2.855461 1.112330 -2.491979 0.0 -0.3 -0.5 -0.021
C 2.558995 0.111895 -3.372168 0.3 0.5 0.1 -0.080
C 1.639600 -0.897576 -2.999869 -0.3 -0.2 0.4 -0.081
C 1.047485 -0.820304 -1.770836 0.3 -0.3 -0.6 -0.183
N 1.311132 0.161435 -0.873889 0.0 0.0 -0.6 -0.042
H 4.650795 3.638974 4.680066 0.0 0.0 0.0 0.070
H 4.203369 2.348488 3.557185 0.0 0.0 0.0 0.059
H 4.302026 2.012343 5.294515 0.0 0.0 0.0 0.069
H 2.334250 3.959402 3.986712 -0.1 0.0 0.1 0.101
H 2.313264 3.463591 5.689367 0.0 0.1 0.0 0.108
H 1.518299 1.325568 5.031305 0.0 0.0 0.0 0.103
H 4.395481 2.594042 0.592158 0.1 0.1 0.0 0.078
H 3.330529 3.964145 0.294371 0.1 0.0 0.0 0.075
H 4.108300 3.137501 -1.070935 0.0 0.0 0.0 0.062
H 3.552746 1.893227 -2.761590 0.0 0.0 0.0 0.103
H 3.019929 0.092132 -4.351422 0.0 0.0 0.0 0.100
H 1.379860 -1.692830 -3.686929 0.0 0.0 0.1 0.098
H 0.318360 -1.549510 -1.442781 0.0 0.0 0.0 0.044
C 1.401622 -4.757285 -1.199744 -0.2 -0.2 0.1 -0.515
C 1.749574 -4.552285 0.275077 -0.1 0.4 0.0 -0.512
S 1.286630 -2.926766 0.977036 0.0 -0.3 0.2 0.839
C -0.139721 -3.346465 2.027731 0.2 0.0 -0.4 -0.544
C -1.373158 -3.802103 1.258519 -0.2 0.3 -0.1 -0.512
S -1.869232 -2.545536 0.020981 0.0 -0.4 0.2 0.877
C -2.341485 -3.549715 -1.426972 0.2 0.2 0.2 -0.505
C -1.198699 -4.091853 -2.275930 0.0 -0.2 0.2 -0.521
S -0.250373 -5.464505 -1.528135 0.1 0.2 -0.2 0.874
H 2.095583 -5.481865 -1.627641 0.1 0.1 0.0 0.064
H 1.491689 -3.824588 -1.754760 0.1 0.0 0.0 0.054
H 2.833675 -4.597886 0.384880 0.0 -0.1 0.0 0.065
H 1.310397 -5.332184 0.898163 0.1 -0.1 0.0 0.072
H -0.332562 -2.427978 2.584968 0.0 0.0 0.1 0.009
H 0.165433 -4.119329 2.734714 -0.1 0.0 0.1 0.081
H -2.209083 -3.968394 1.941734 0.0 0.0 0.0 0.073
H -1.166099 -4.720685 0.721133 0.0 -0.1 0.0 0.014
H -2.924970 -2.858006 -2.038255 -0.1 -0.1 0.0 0.069
H -2.995432 -4.351522 -1.084344 -0.1 0.0 -0.1 0.077
H -0.499770 -3.305861 -2.556704 0.0 0.0 0.0 0.051
H -1.622178 -4.497379 -3.195670 0.0 0.1 0.0 0.069
C -4.137938 -0.323882 3.799505 0.1 -0.1 0.0 -0.010
C -3.189057 0.622251 3.151100 0.0 0.1 0.0 -0.284
C -2.887888 1.939353 3.417121 0.0 0.0 0.1 0.033
C -1.905956 2.310482 2.481129 -0.1 -0.1 -0.1 -0.305
N -1.634362 1.276123 1.691025 -1.2 0.6 0.7 -0.086
N -2.418091 0.265376 2.108630 -0.1 0.0 0.0 0.058
C -1.225045 3.626163 2.297346 0.0 -0.2 0.1 -0.005
H -4.675677 0.175905 4.600926 0.0 0.0 0.0 0.082
H -3.591036 -1.165470 4.228649 -0.1 0.0 0.0 0.085
H -4.859727 -0.716827 3.082621 0.0 0.0 0.0 0.085
H -3.316924 2.556005 4.188515 0.0 0.0 0.0 0.115
H -2.408209 -0.614607 1.611710 -0.1 0.0 -0.1 0.085
H -1.945970 4.436470 2.397927 0.0 0.0 0.0 0.086
H -0.768331 3.668435 1.310037 0.0 0.1 0.0 0.068
H -0.444229 3.761758 3.046677 0.0 0.0 0.0 0.075
O -0.530225 2.332116 -0.820739 -0.2 0.1 -0.3 -0.017
C -1.101609 1.387464 -1.433820 -0.5 0.2 0.0 -0.555
O -1.337149 0.317589 -0.797406 -0.8 -0.5 -1.1 -0.141
C -1.402558 1.453628 -2.884861 0.0 0.2 -0.2 -0.094
C -1.414269 2.661539 -3.575071 0.0 -0.2 0.1 0.021
C -1.674379 2.670300 -4.938704 0.0 0.2 0.1 -0.045
C -1.885265 1.489014 -5.623660 0.0 -0.4 -0.2 0.016
C -1.827388 0.282095 -4.930486 0.2 1.2 0.7 -0.129
C -1.608677 0.264488 -3.563555 -0.1 -0.3 -0.2 0.073
N -1.953511 -0.969288 -5.636806 -0.2 -0.8 -0.4 -0.352
O -2.211077 -0.938204 -6.821591 0.0 0.2 -0.2 0.089
O -1.799375 -2.002540 -5.010385 0.1 0.0 0.2 0.069
H -1.219953 3.578274 -3.034497 0.0 0.0 0.0 0.127
H -1.702412 3.610004 -5.473150 0.0 0.0 0.0 0.111
H -2.084590 1.477154 -6.685397 0.0 0.0 0.0 0.121
H -1.588322 -0.673671 -3.032874 0.1 0.0 0.0 0.117

***

2.
80
Properties=species:S:1:pos:R:3:forces:R:3:lowdin_charge:R:1 method="wB97M-V/def2-TZVPD" e_above_lowest_ev=0.000 homo_lumo_gap_ev=7.397 homo_ev=-7.0 e_tot_ev=-149165.524 charge=0
Pt 0.171793 -0.459444 1.639698 -0.1 -0.1 0.2 0.669
C -3.259163 2.002986 -5.040544 0.0 0.0 0.0 -0.044
C -3.065585 0.560244 -5.507067 0.0 0.0 0.0 -0.559
C -1.844571 0.418122 -6.415049 0.0 0.0 0.0 -0.054
C -4.306761 0.139185 -6.291359 0.0 0.0 0.0 -0.062
N -2.904900 -0.333628 -4.327621 0.0 0.0 0.0 -0.002
C -3.781338 -1.353700 -3.987824 0.0 0.0 0.0 -0.049
C -3.318831 -1.933439 -2.868021 0.0 0.0 0.0 -0.053
N -2.142976 -1.298469 -2.508103 0.0 0.0 -0.1 0.040
B -1.336791 -1.477161 -1.215580 0.2 -0.1 0.2 -0.618
N 0.091688 -2.076894 -1.533821 0.0 -0.1 0.2 0.061
C 0.664519 -2.159364 -2.775941 0.0 0.0 0.0 -0.073
C 1.960488 -2.485500 -2.614406 0.0 0.0 0.0 -0.039
N 2.201244 -2.591734 -1.254424 -0.1 0.0 0.0 0.015
C 1.029576 -2.367943 -0.608359 0.0 0.0 -0.3 -0.562
S 0.687172 -2.600253 1.084386 0.1 0.0 0.1 0.666
C 3.605159 -2.790187 -0.769124 0.0 0.0 0.0 -0.535
C 4.077564 -4.153474 -1.270963 0.0 0.0 0.0 -0.028
C 4.447640 -1.656370 -1.364155 0.0 0.0 0.0 -0.025
C 3.758814 -2.726877 0.745335 0.0 0.0 0.0 -0.082
N -2.047758 -2.504176 -0.282315 -0.1 0.1 0.0 0.022
C -2.275367 -3.814006 -0.632820 0.0 0.0 0.1 -0.064
C -2.780349 -4.456382 0.437396 -0.1 0.1 0.0 -0.026
N -2.855891 -3.534052 1.467969 0.1 0.0 0.0 0.011
C -2.359548 -2.354350 1.018507 0.2 -0.2 -0.1 -0.647
S -2.026230 -0.965343 2.010074 -0.1 0.2 -0.2 0.626
C -3.234712 -3.872400 2.874239 -0.1 0.0 0.0 -0.543
C -1.969747 -3.836014 3.726710 0.0 0.0 0.1 -0.041
C -4.305459 -2.903147 3.388309 0.0 -0.1 -0.1 -0.045
C -3.844325 -5.273661 2.894482 0.0 0.0 0.0 -0.055
C -1.890547 -0.295084 -3.403589 -0.1 0.0 0.0 -0.715
S -0.555294 0.729806 -3.337298 -0.1 0.2 0.0 0.664
H -3.401610 2.643435 -5.912843 0.0 0.0 0.0 0.087
H -2.397691 2.353411 -4.479254 0.0 0.0 0.0 0.039
H -4.146518 2.077992 -4.408892 0.0 0.0 0.0 0.090
H -1.969982 1.056107 -7.291215 0.0 0.0 0.0 0.086
H -1.745684 -0.615585 -6.753660 0.0 0.0 0.0 0.089
H -0.936497 0.709617 -5.892236 0.0 0.0 0.0 0.024
H -4.397977 0.801123 -7.151839 0.0 0.0 0.0 0.089
H -5.217133 0.238261 -5.698461 0.0 0.0 0.0 0.085
H -4.228673 -0.882827 -6.665455 0.0 0.0 0.0 0.086
H -4.662253 -1.580771 -4.554794 0.0 0.0 0.0 0.106
H -3.750175 -2.731043 -2.292355 0.0 0.0 0.0 0.104
H -1.191671 -0.436094 -0.664793 -0.1 0.0 0.0 0.078
H 0.114098 -1.935594 -3.670755 0.1 0.0 0.0 0.101
H 2.733373 -2.620844 -3.346348 0.0 0.0 0.0 0.119
H 4.038685 -4.224448 -2.358274 0.0 0.0 0.0 0.077
H 3.461183 -4.948592 -0.849289 0.0 0.0 0.0 0.092
H 5.109633 -4.314731 -0.958517 0.0 0.0 0.0 0.091
H 4.465282 -1.673869 -2.453107 0.0 0.0 0.0 0.076
H 5.474739 -1.754436 -1.011899 0.0 0.0 0.0 0.091
H 4.061040 -0.690735 -1.034906 0.0 0.0 0.0 0.090
H 3.243768 -3.537726 1.253142 0.0 0.0 0.0 0.056
H 3.407307 -1.779594 1.149645 0.0 0.0 0.0 0.052
H 4.827294 -2.815799 0.950963 0.0 0.0 0.0 0.092
H -2.053806 -4.184105 -1.618688 0.0 0.0 0.0 0.134
H -3.102724 -5.473123 0.535850 0.0 0.0 0.0 0.114
H -1.526166 -2.841037 3.699443 0.0 -0.1 0.1 0.035
H -1.239243 -4.555655 3.352165 0.0 0.0 0.0 0.090
H -2.210045 -4.082227 4.762267 0.0 0.0 0.0 0.094
H -3.899996 -1.923254 3.610921 0.1 0.1 0.0 0.040
H -4.735680 -3.314534 4.301303 0.0 0.0 0.0 0.086
H -5.108354 -2.793017 2.655588 0.0 0.0 0.0 0.096
H -3.118498 -6.059222 2.683622 0.1 0.0 -0.1 0.086
H -4.680913 -5.355608 2.198577 0.0 0.0 0.0 0.092
H -4.219733 -5.456825 3.899522 0.0 0.0 0.0 0.089
Br 4.894505 1.327175 1.792151 0.0 0.0 0.0 0.809
C 3.779630 2.859991 1.765736 0.0 0.0 0.0 -0.586
C 4.434032 4.083387 1.741015 0.0 0.0 0.0 -0.136
C 3.707209 5.262149 1.737245 0.0 0.0 0.0 -0.073
C 2.321224 5.226008 1.767100 0.0 0.0 0.0 -0.067
C 1.673792 4.005906 1.800518 0.0 0.0 0.0 -0.008
C 2.385751 2.805935 1.795851 0.0 0.0 0.0 -0.152
C 1.574081 1.561070 1.800719 0.3 -0.2 0.0 -0.608
O 2.064329 0.433872 1.469754 -0.1 0.2 0.0 -0.200
O 0.350173 1.609446 2.114758 -0.2 0.0 0.0 -0.115
H 5.514437 4.103706 1.724756 0.0 0.0 0.0 0.094
H 4.230282 6.209260 1.711807 0.0 0.0 0.0 0.107
H 1.748304 6.143226 1.762561 0.0 0.0 0.0 0.106
H 0.594570 3.948679 1.822277 0.0 0.0 0.0 0.123

***

3.
75
Properties=species:S:1:pos:R:3:forces:R:3:mulliken_spin:R:1 method="wB97M-V/def2-TZVPD" e_above_lowest_ev=1.553 homo_lumo_gap_ev="6.502 / 6.102" homo_ev="-7.1 / -8.3" e_tot_ev=-59828.768 charge=0 multiplicity=3
Pd 0.277653 0.971379 1.364469 -0.8 -0.4 0.4 0.881
C -1.638367 1.512488 -3.286803 -1.0 0.0 -0.7 -0.001
C -1.664130 0.194396 -3.079337 -0.9 0.1 -1.2 0.002
C -0.825200 -0.790727 -3.839306 0.1 0.0 -0.2 0.001
C 0.607526 -0.328927 -4.143525 0.9 0.1 -0.5 0.000
C 1.289156 0.394942 -2.987837 0.8 0.9 -0.7 -0.003
C 0.996511 1.638194 -2.519240 1.4 -0.8 -1.1 0.023
C 0.508126 2.699421 -3.443240 -0.9 0.5 0.0 0.004
C -0.733963 2.258276 -4.225291 0.0 0.5 -0.1 0.000
C 1.656008 1.356050 2.950001 0.6 0.3 1.8 0.635
H -2.425756 2.166133 -2.900246 0.2 -0.5 0.4 0.001
H -2.564382 -0.253854 -2.658125 0.5 0.3 0.4 -0.001
H -1.325373 -0.976264 -4.806936 0.1 -0.1 0.3 0.000
H -0.786165 -1.762554 -3.314918 -0.1 0.3 -0.1 -0.002
H 1.180014 -1.246159 -4.374565 0.0 0.5 0.1 0.001
H 0.645624 0.280267 -5.059990 0.0 -0.4 0.3 0.000
H 2.238969 -0.093789 -2.730602 -0.9 -0.1 1.0 -0.003
H 1.337707 2.019400 -1.559851 0.5 -0.3 -0.5 -0.014
H 1.326188 2.976937 -4.139274 -0.3 -0.1 0.4 0.000
H 0.236470 3.591268 -2.861288 0.2 -0.1 -0.1 0.000
H -1.265207 3.166236 -4.547571 0.1 -0.3 -0.1 0.000
H -0.455804 1.706031 -5.133111 -0.3 0.2 0.4 0.000
H 1.046681 2.051873 3.538814 0.1 -0.1 -0.1 0.020
H 2.605646 1.820113 2.662152 -0.2 -0.2 -0.2 -0.037
H 1.814479 0.442404 3.543756 -0.2 0.4 -0.4 -0.009
P 1.726905 -0.411715 0.354059 0.7 1.1 0.5 -0.061
P -1.395379 -0.723341 0.988000 -2.5 0.6 1.0 0.323
N 2.904488 0.749140 -0.237876 0.4 -0.2 -0.3 0.031
N 2.778224 -1.576229 1.049312 0.3 -0.4 0.2 0.013
N -2.532829 0.536491 0.376910 0.3 -0.7 -0.6 0.001
N -2.676009 -1.710246 1.692610 0.1 -0.6 0.1 0.042
C 0.655362 -1.338162 -0.778416 0.1 -0.5 -1.3 0.096
C -0.745777 -1.788925 -0.315363 0.1 -0.3 -0.2 0.020
C 2.841487 2.123790 0.080532 1.0 -0.1 -0.8 0.008
C 3.909509 2.779344 -0.528520 -1.2 -1.0 0.6 -0.003
C 4.667303 1.779532 -1.218209 -0.2 -0.7 0.0 0.003
C 4.049805 0.556159 -1.020169 0.0 0.8 0.1 0.001
C 3.626227 -1.312509 2.141777 0.1 -0.9 -0.1 -0.010
C 4.285304 -2.483355 2.484982 -0.7 0.8 -0.7 0.002
C 3.845833 -3.507566 1.578020 -0.5 0.7 -0.5 0.004
C 2.939893 -2.929465 0.700469 0.5 -0.1 0.9 0.006
C -2.403108 1.865587 0.779510 0.3 0.4 -0.9 0.002
C -3.193354 2.667433 -0.031851 0.2 -0.8 0.5 -0.003
C -3.933158 1.798786 -0.888788 0.7 -1.3 0.4 0.007
C -3.490221 0.487867 -0.638141 -0.2 1.6 0.3 -0.007
C -3.804127 -2.203639 1.011040 -0.3 -0.3 0.6 0.023
C -4.631145 -2.857826 1.913396 1.1 0.5 -0.4 -0.002
C -3.984120 -2.816139 3.194137 1.0 0.7 -0.8 0.005
C -2.796950 -2.108923 3.028034 -0.7 -0.4 -0.1 -0.003
H 1.228249 -2.151216 -1.219758 -0.3 -0.3 -0.2 0.015
H 0.456439 -0.647473 -1.604935 0.3 0.0 0.5 -0.040
H -1.485339 -1.738037 -1.124243 0.4 -0.2 -0.3 0.015
H -0.732080 -2.830975 0.032609 -0.2 0.4 0.3 -0.004
H 2.046240 2.485405 0.721870 0.2 0.1 -0.3 -0.027
H 4.094423 3.845928 -0.472334 0.0 -0.3 0.0 0.000
H 5.571336 1.953299 -1.805263 -0.4 -0.2 0.3 0.001
H 4.327799 -0.442906 -1.332068 0.0 0.2 0.0 0.003
H 3.655745 -0.316136 2.566623 0.1 -0.3 -0.1 0.000
H 5.013596 -2.582005 3.278824 -0.2 0.0 -0.1 0.000
H 4.171634 -4.544241 1.570273 -0.1 0.3 -0.1 0.000
H 2.398924 -3.355371 -0.129700 0.1 0.0 0.2 0.000
H -1.754023 2.105291 1.620816 -0.3 0.1 -0.1 -0.008
H -3.248765 3.746806 -0.010360 -0.1 -0.2 0.2 0.000
H -4.706936 2.088273 -1.597714 0.3 -0.2 0.2 0.000
H -3.786510 -0.437180 -1.113909 0.0 0.3 0.3 0.000
H -3.917728 -2.072569 -0.055970 0.0 0.0 0.3 0.000
H -5.586151 -3.312234 1.676580 0.2 0.1 0.0 0.001
H -4.329990 -3.262522 4.115634 0.1 0.2 -0.1 0.000
H -2.032592 -1.822866 3.732109 -0.2 -0.1 0.0 0.001
B -1.455569 -0.086683 5.993400 -0.1 -0.3 0.7 -0.001
C -1.154634 0.219923 4.501891 0.0 0.6 -1.3 0.008
N -0.940861 0.393596 3.365027 -0.6 0.4 1.8 0.038
H -0.557573 -0.815721 6.332758 0.2 -0.2 0.1 0.000
H -2.510137 -0.683503 6.086686 0.0 0.0 -0.3 0.002
H -1.492068 0.893518 6.707562 0.1 0.1 -0.3 0.000